No. 1
Below is a structure of composition C3H4LaO3 at a distorted geometry, with properties calculated with wB97M-V/def2-TZVPD.

Values from the calculation:
Relative energy (zero: lowest compared OMol25 entry of this formula, charge and spin) ... 64.61 kcal/mol
Expectation value of S² ... 0.7574
Spin multiplicity ... 2
Energy ... -10173.001 eV
Gap between HOMO and LUMO (spin up / spin down) ... 5.298 / 6.137 eV
E_HOMO (spin up / spin down) ... -5.790 / -6.801 eV

Geometry as XYZ:
```
11
Properties=species:S:1:pos:R:3:mulliken_spin:R:1
C -2.061 1.090 -0.497 0.046
C -1.524 0.502 0.623 -0.069
H -1.914 2.158 -0.730 -0.006
H -1.943 0.867 1.578 -0.002
H -2.953 0.649 -0.967 0.006
O 1.443 -1.338 -0.895 -0.037
C 1.878 -0.697 0.091 -0.039
O 1.159 -0.394 1.077 -0.041
O 3.086 -0.119 0.036 0.002
La -0.840 -2.059 0.196 1.139
H 3.669 -0.658 -0.512 0.002
```

No. 2
Below is a structure of composition C3H4LiO3 at a distorted geometry, with properties calculated with wB97M-V/def2-TZVPD.

Values from the calculation:
Relative energy (zero: lowest compared OMol25 entry of this formula, charge and spin) ... 53.72 kcal/mol
Energy ... -9521.892 eV
Total charge ... -1
Gap between HOMO and LUMO ... 7.155 eV
E_HOMO ... -3.720 eV

Geometry as XYZ:
```
11
Properties=species:S:1:pos:R:3:mulliken_charge:R:1
C 0.646 -1.169 -1.690 -0.521
C 1.667 -0.344 -1.055 -0.348
H 1.046 -1.708 -2.556 0.303
H 0.223 -1.866 -0.949 0.210
H 0.142 -0.117 -2.001 0.171
O 1.414 0.111 0.147 -0.005
C 0.066 0.301 0.667 0.679
O 0.035 0.984 1.705 -0.737
O -0.833 0.043 -0.118 -0.578
Li -1.603 1.687 2.311 0.296
H -2.802 2.078 3.538 -0.469
```

No. 3
Below is a structure of composition C3H4LiO3Rh at a distorted geometry, with properties calculated with wB97M-V/def2-TZVPD.

Values from the calculation:
Relative energy (zero: lowest compared OMol25 entry of this formula, charge and spin) ... 33.12 kcal/mol
Expectation value of S² ... 6.0095
Spin multiplicity ... 5
Energy ... -12508.258 eV
Total charge ... +2
Gap between HOMO and LUMO (spin up / spin down) ... 10.063 / 8.510 eV
E_HOMO (spin up / spin down) ... -18.788 / -19.870 eV

Geometry as XYZ:
```
12
Properties=species:S:1:pos:R:3:mulliken_spin:R:1
O -1.653 0.006 0.136 0.283
C -1.051 -1.265 -0.032 -0.029
C 0.347 -1.242 -0.634 0.105
O 1.658 -0.942 0.289 -0.023
C 2.076 0.292 0.480 0.835
O 1.383 1.227 0.004 0.180
Li -3.395 -0.022 0.576 -0.002
Rh -0.498 1.380 -0.295 2.634
H -1.681 -1.881 -0.699 0.005
H -1.004 -1.778 0.946 0.001
H 0.429 -0.774 -1.627 0.003
H 0.582 -2.287 -0.872 0.009
```